A molecular structure, CH2O4S at a distorted geometry, computed with ωB97M-V with the def2-TZVPD basis set.

CARTESIAN COORDINATES (ANGSTROEM)
C1 0.70 0.40 -0.09
O1 1.97 0.47 -0.41
O2 -1.77 -1.68 -0.84
O3 -1.82 -0.14 1.10
O4 -0.14 0.90 -0.81
S1 -2.01 -0.36 -0.33
H1 0.62 0.02 0.93
H2 2.44 0.39 0.45

## Properties
- Charge: 0
- Frontier orbital gap: 10.745 eV
- Relative energy (zero: lowest compared OMol25 entry of this formula, charge and spin): 11.3 kcal per mole

Want to see where the charge sits? The natural (NBO) charges in e are:
1. C 0.6548
2. O -0.6304
3. O -0.8681
4. O -0.9004
5. O -0.5717
6. S 1.6914
7. H 0.1326
8. H 0.4918

A single C3H4Cl2O molecule at a distorted geometry, computed with ωB97M-V with the def2-TZVPD basis set.

CARTESIAN COORDINATES (ANGSTROEM)
O1 2.73 0.01 0.00
C1 1.42 0.10 0.06
C2 0.17 -0.41 -0.54
C3 -0.96 0.22 0.30
Cl1 -2.58 -0.37 -0.02
Cl2 -0.89 1.87 -0.16
H1 1.17 0.42 1.23
H2 -0.09 -0.31 -1.64
H3 -0.12 -1.54 -0.53
H4 -0.84 0.02 1.30

## Properties
- Charge: 0
- Structure (SMILES): O=CCC(Cl)Cl
- Frontier orbital gap: 10.122 eV
- Relative energy (zero: lowest compared OMol25 entry of this formula, charge and spin): 55.8 kcal per mole

Atom charges from the natural (NBO) analysis, given in e for atoms 1 to 8:
1. O -0.4914
2. C 0.4083
3. C -0.5831
4. C -0.2273
5. Cl -0.0009
6. Cl 0.0191
7. H 0.1058
8. H 0.2709

A single C3H6N4S molecule at a distorted geometry, computed with ωB97M-V with the def2-TZVPD basis set.

CARTESIAN COORDINATES (ANGSTROEM)
H1 -0.93 -3.36 0.32
N1 -0.71 -2.77 1.18
C1 -0.75 -1.54 1.02
N2 -1.19 -1.09 -0.34
C2 -0.97 0.06 -0.77
N3 0.12 0.93 -0.46
S1 -0.04 2.50 -1.26
C3 1.42 0.32 -0.17
N4 2.36 0.87 0.41
H2 2.20 1.91 0.53
H3 -0.64 -0.76 1.86
H4 -1.63 0.40 -1.60
H5 -0.50 3.34 -0.24
H6 1.26 -0.80 -0.48

## Properties
- Charge: 0
- Structure (SMILES): [H]/N=C\N=C/N(S)/C=N\[H]
- Frontier orbital gap: 9.721 eV
- Relative energy (zero: lowest compared OMol25 entry of this formula, charge and spin): 71.2 kcal per mole

Atom charges from the natural (NBO) analysis, given in e for atoms 1 to 8:
1. H 0.3591
2. N -0.6212
3. C 0.2179
4. N -0.5201
5. C 0.3056
6. N -0.6289
7. S 0.1645
8. C 0.2786

2 unconnected molecules or ions with the total composition C2H6NO3 at a distorted geometry, computed with ωB97M-V with the def2-TZVPD basis set.

CARTESIAN COORDINATES (ANGSTROEM)
O1 -1.26 -0.41 1.19
C1 -0.09 -0.41 0.77
N1 0.35 -0.45 -0.57
C2 1.88 -0.28 -0.85
O2 2.70 -0.70 0.14
H1 0.79 -0.34 1.41
H2 0.03 -1.07 -1.30
H3 1.98 0.74 -1.23
H4 2.13 -0.98 -1.80
H5 -2.31 0.66 0.78
H6 -3.08 2.03 1.00
O3 -3.12 1.21 0.47

## Properties
- Charge: -1
- Frontier orbital gap: 7.187 eV
- Relative energy (zero: lowest compared OMol25 entry of this formula, charge and spin): 56.0 kcal per mole

Atom charges from the natural (NBO) analysis, given in e for atoms 1 to 8:
1. O -0.7016
2. C 0.5430
3. N -0.6909
4. C 0.1474
5. O -0.9187
6. H 0.1571
7. H 0.3891
8. H 0.0908

A single C13H24N4O4 molecule at a distorted geometry, computed with ωB97M-V with the def2-TZVPD basis set.

CARTESIAN COORDINATES (ANGSTROEM)
C1 2.39 5.05 0.39
N1 2.22 3.60 0.43
C2 1.18 2.98 0.97
O1 0.20 3.56 1.41
C3 1.21 1.47 0.97
C4 1.88 0.99 2.30
C5 2.69 -0.34 2.13
C6 3.87 -0.29 1.16
N2 4.38 -1.40 0.71
O2 4.34 0.79 0.82
N3 -0.14 0.91 0.81
C7 -0.39 -0.29 0.32
O3 0.51 -1.00 -0.16
C8 -1.83 -0.85 0.39
N4 -1.77 -2.09 1.19
C9 -2.18 -2.16 2.46
C10 -2.22 -3.54 3.01
O4 -2.46 -1.17 3.12
C11 -2.42 -1.19 -0.97
C12 -3.86 -1.72 -0.90
C13 -2.36 -0.01 -1.93
H1 1.41 5.57 0.18
H2 3.16 5.21 -0.34
H3 2.68 5.39 1.39
H4 2.96 2.99 0.07
H5 1.90 1.11 0.19
H6 1.11 0.76 3.03
H7 2.50 1.77 2.67
H8 3.06 -0.59 3.17
H9 1.99 -1.13 1.86
H10 5.21 -1.29 0.15
H11 3.97 -2.31 0.86
H12 -0.92 1.48 1.06
H13 -2.44 -0.11 0.87
H14 -1.49 -2.93 0.70
H15 -2.28 -3.48 4.09
H16 -1.32 -4.05 2.65
H17 -3.13 -4.00 2.62
H18 -1.78 -1.99 -1.42
H19 -4.20 -1.94 -1.94
H20 -4.52 -1.00 -0.42
H21 -3.89 -2.60 -0.26
H22 -2.74 -0.30 -2.93
H23 -2.97 0.81 -1.58
H24 -1.35 0.31 -2.08

## Properties
- Charge: 0
- Structure (SMILES): CNC(=O)[C@@H](CCC(N)=O)NC(=O)[C@H](NC(C)=O)C(C)C
- Frontier orbital gap: 10.095 eV
- Relative energy (zero: lowest compared OMol25 entry of this formula, charge and spin): 1.1 kcal per mole

Atom charges from the natural (NBO) analysis, given in e for atoms 1 to 8:
1. C -0.4163
2. N -0.6023
3. C 0.6711
4. O -0.6510
5. C -0.1421
6. C -0.3787
7. C -0.5063
8. C 0.6738

A molecular structure, C51H48BMnN6O4, computed with ωB97M-V with the def2-TZVPD basis set.

CARTESIAN COORDINATES (ANGSTROEM)
Mn1 -0.38 -0.04 -0.37
C1 4.00 0.54 2.34
C2 3.12 0.95 1.21
C3 3.49 1.50 0.00
C4 2.29 1.72 -0.70
N1 1.27 1.33 0.06
N2 1.77 0.86 1.22
B1 0.81 0.63 2.42
N3 -0.05 -1.84 1.55
N4 -1.18 -1.78 0.80
C5 -1.29 -2.94 0.15
C6 -0.18 -3.74 0.46
C7 0.59 -3.01 1.33
C8 1.96 -3.39 1.80
C9 -2.40 -3.25 -0.76
C10 -3.18 -2.23 -1.30
C11 -4.17 -2.52 -2.23
C12 -4.41 -3.83 -2.62
C13 -3.65 -4.85 -2.05
C14 -2.66 -4.56 -1.13
N5 -0.34 1.68 2.22
N6 -1.24 1.50 1.23
C15 -2.10 2.52 1.30
C16 -1.73 3.38 2.35
C17 -0.59 2.81 2.90
C18 0.23 3.32 4.03
C19 -3.25 2.67 0.40
C20 -3.25 2.12 -0.88
C21 -4.34 2.27 -1.72
C22 -5.45 2.99 -1.30
C23 -5.46 3.55 -0.03
C24 -4.37 3.39 0.81
C25 2.09 2.28 -2.04
C26 3.11 2.25 -2.99
C27 2.90 2.75 -4.26
C28 1.66 3.28 -4.61
C29 0.65 3.33 -3.67
C30 0.86 2.84 -2.39
H1 5.01 0.88 2.14
H2 4.03 -0.55 2.44
H3 3.65 0.96 3.28
H4 4.49 1.71 -0.33
H5 1.42 0.89 3.42
H6 0.05 -4.71 0.05
H7 2.32 -4.20 1.16
H8 1.99 -3.73 2.83
H9 2.65 -2.55 1.67
H10 -2.99 -1.21 -1.01
H11 -4.75 -1.71 -2.66
H12 -5.17 -4.06 -3.35
H13 -3.84 -5.88 -2.34
H14 -2.08 -5.37 -0.70
H15 -2.19 4.30 2.65
H16 0.23 4.41 4.02
H17 1.26 2.97 3.96
H18 -0.17 2.99 4.99
H19 -2.37 1.57 -1.21
H20 -4.30 1.84 -2.71
H21 -6.30 3.11 -1.96
H22 -6.33 4.11 0.31
H23 -4.40 3.82 1.81
H24 4.06 1.82 -2.73
H25 3.69 2.70 -5.00
H26 1.49 3.64 -5.62
H27 -0.32 3.74 -3.93
H28 0.07 2.89 -1.65
O1 3.23 -2.05 -0.91
C31 2.08 -1.96 -1.36
O2 1.17 -1.21 -0.90
C32 1.72 -2.78 -2.59
C33 2.74 -3.42 -3.29
C34 2.48 -4.13 -4.47
C35 1.17 -4.17 -4.89
O3 0.65 -4.76 -6.02
C36 -0.76 -4.54 -5.96
O4 -1.05 -3.77 -4.81
C37 0.15 -3.56 -4.17
C38 0.39 -2.85 -3.03
H29 3.74 -3.34 -2.91
H30 3.27 -4.61 -5.03
H31 -1.27 -5.51 -5.89
H32 -1.09 -4.01 -6.85
H33 -0.39 -2.33 -2.51
C39 -0.93 0.10 -2.23
C40 -0.80 -0.12 -3.42
C41 -0.51 -0.48 -4.77
C42 -1.48 -0.95 -5.66
C43 -1.11 -1.38 -6.93
C44 0.21 -1.36 -7.33
C45 1.18 -0.87 -6.46
C46 0.83 -0.44 -5.20
H34 -2.51 -0.98 -5.35
H35 -1.87 -1.76 -7.61
H36 0.49 -1.71 -8.32
H37 2.22 -0.86 -6.76
H38 1.58 -0.07 -4.51
C47 -0.47 -0.41 5.03
C48 0.20 -1.41 4.07
C49 -0.55 -2.73 4.26
C50 1.69 -1.55 4.48
C51 0.00 -0.83 2.64
H39 -0.29 -0.71 6.06
H40 -1.55 -0.38 4.85
H41 -0.08 0.60 4.89
H42 -0.54 -3.00 5.32
H43 -0.12 -3.56 3.70
H44 -1.60 -2.63 3.95
H45 1.87 -2.51 4.98
H46 1.98 -0.75 5.16
H47 2.34 -1.49 3.61
H48 -1.04 -0.51 2.65

## Properties
- Charge: -1
- 2S+1: 4
- Frontier orbital gap (spin up / spin down): 7.578 / 6.768 eV
- Expectation value of S²: 4.121
- Relative energy (zero: lowest compared OMol25 entry of this formula, charge and spin): 0.0 kcal per mole

Atom charges from the Mulliken analysis, given in e for atoms 1 to 8:
1. Mn 0.7723
2. C -1.5353
3. C 0.9188
4. C -1.0364
5. C -0.4647
6. N -0.9017
7. N 0.9290
8. B -0.1140

3 unconnected molecules or ions with the total composition C3H12N2O at a distorted geometry, computed with ωB97M-V with the def2-TZVPD basis set.

CARTESIAN COORDINATES (ANGSTROEM)
C1 -4.03 -0.43 0.05
C2 -2.74 -0.67 0.22
H1 -4.63 0.13 0.76
H2 -4.57 -0.84 -0.79
H3 -2.14 -0.09 0.91
H4 -2.28 -1.48 -0.32
N1 1.68 -1.73 -0.88
C3 1.39 -1.27 0.47
O1 0.04 -1.49 0.79
H5 2.67 -1.92 -0.98
H6 1.16 -2.59 -1.03
H7 2.06 -1.72 1.21
H8 1.46 -0.18 0.54
H9 -0.17 -2.36 1.13
N2 2.66 4.07 -0.30
H10 1.73 3.67 -0.26
H11 3.24 3.83 -1.09
H12 2.48 5.06 -0.43

## Properties
- Charge: 0
- Structure (SMILES): C=C.NCO.N
- Frontier orbital gap: 10.260 eV
- Relative energy (zero: lowest compared OMol25 entry of this formula, charge and spin): 39.2 kcal per mole

Atom charges from the natural (NBO) analysis, given in e for atoms 1 to 8:
1. C -0.3957
2. C -0.3768
3. H 0.1881
4. H 0.1862
5. H 0.2022
6. H 0.1940
7. N -0.8515
8. C 0.1040

A molecular structure, C5H11N5 at a distorted geometry, computed with ωB97M-V with the def2-TZVPD basis set.

CARTESIAN COORDINATES (ANGSTROEM)
C1 -0.43 -1.56 -1.22
C2 1.97 -2.06 -0.17
C3 0.19 -1.37 1.25
C4 0.78 0.00 1.28
C5 -0.07 1.08 0.46
H1 -0.58 -0.45 -1.69
H2 -1.71 -2.10 -0.96
H3 -0.08 -2.33 -2.01
H4 2.83 -1.21 -0.35
H5 2.19 -2.82 -0.99
H6 2.31 -2.42 1.04
H7 0.99 -1.70 1.80
H8 -0.82 -1.29 1.58
H9 1.93 -0.10 0.89
H10 0.96 0.42 2.36
H11 -2.72 2.23 -0.28
N1 0.46 -1.93 -0.13
N2 0.23 1.20 -1.05
N3 -0.80 1.91 -1.39
N4 -1.53 2.22 -0.08
N5 -1.21 1.62 1.08

## Properties
- Charge: 0
- Frontier orbital gap: 8.518 eV
- Relative energy (zero: lowest compared OMol25 entry of this formula, charge and spin): 199.7 kcal per mole

Atom charges from the natural (NBO) analysis, given in e for atoms 1 to 8:
1. C -0.4108
2. C -0.4330
3. C -0.2461
4. C -0.4576
5. C 0.2707
6. H 0.2166
7. H 0.1681
8. H 0.2097

- Number 6 is which compound?
  C51H48BMnN6O4